[1]
{
  "formula": "C43H38O2P",
  "method": "ωB97M-V/def2-TZVPD",
  "homo_energy_ev": -9.69,
  "charge": 1,
  "lumo_ev": -5.27,
  "gap_ha": 0.1628,
  "symbols": ["C", "C", "C", "C", "C", "C", "C", "C", "C", "C", "C", "C", "C", "C", "C", "C", "C", "C", "C", "C", "C", "H", "H", "H", "H", "H", "H", "H", "H", "H", "H", "H", "H", "H", "H", "H", "H", "H", "C", "C", "O", "C", "C", "P", "C", "C", "C", "C", "C", "C", "C", "C", "C", "C", "C", "C", "C", "C", "C", "C", "C", "C", "O", "H", "H", "H", "H", "H", "H", "H", "H", "H", "H", "H", "H", "H", "H", "H", "H", "H", "H", "H", "H", "H"],
  "coordinates": [[5.683, -3.505, 3.650], [4.315, -3.817, 3.716], [3.349, -2.843, 3.443], [3.717, -1.567, 2.951], [2.695, -0.552, 2.625], [1.374, -0.961, 2.287], [0.227, -0.177, 2.230], [-1.129, -0.652, 2.373], [-2.185, 0.272, 2.608], [-3.431, -0.170, 3.028], [-3.681, -1.536, 3.200], [-2.708, -2.467, 2.821], [-1.446, -2.037, 2.407], [3.028, 0.869, 2.764], [2.398, 1.864, 1.975], [2.604, 3.220, 2.222], [3.567, 3.613, 3.154], [4.341, 2.650, 3.809], [3.997, 1.306, 3.710], [5.106, -1.313, 2.796], [6.070, -2.227, 3.220], [6.442, -4.249, 3.907], [3.995, -4.823, 3.995], [2.292, -3.048, 3.630], [1.235, -2.033, 2.141], [0.335, 0.902, 2.297], [-1.987, 1.339, 2.471], [-4.221, 0.558, 3.215], [-4.638, -1.867, 3.605], [-2.935, -3.536, 2.871], [-0.688, -2.774, 2.129], [1.752, 1.544, 1.152], [2.023, 3.961, 1.673], [3.715, 4.667, 3.362], [5.194, 2.947, 4.417], [4.489, 0.579, 4.359], [5.426, -0.380, 2.330], [7.124, -1.945, 3.200], [3.973, -2.219, -2.854], [2.981, -1.093, -3.003], [1.811, -1.368, -2.199], [0.831, -0.438, -2.420], [-0.406, -0.679, -1.714], [-1.782, 0.284, -2.139], [-2.451, 0.365, -3.827], [-3.831, 0.480, -4.102], [-4.284, 0.602, -5.418], [-3.365, 0.633, -6.473], [-2.001, 0.468, -6.212], [-1.555, 0.303, -4.901], [-3.203, -0.354, -1.214], [-3.921, 0.417, -0.291], [-5.081, -0.099, 0.290], [-5.499, -1.401, 0.009], [-4.753, -2.190, -0.874], [-3.610, -1.670, -1.485], [-1.493, 2.013, -1.652], [-1.741, 3.091, -2.517], [-1.352, 4.382, -2.154], [-0.713, 4.605, -0.933], [-0.484, 3.538, -0.056], [-0.882, 2.246, -0.409], [1.048, 0.527, -3.178], [4.934, -1.903, -3.270], [4.111, -2.519, -1.814], [3.635, -3.088, -3.424], [3.427, -0.142, -2.681], [2.702, -1.020, -4.063], [-0.474, -1.518, -1.037], [-4.563, 0.451, -3.293], [-5.356, 0.666, -5.618], [-3.711, 0.764, -7.499], [-1.269, 0.462, -7.020], [-0.500, 0.137, -4.694], [-3.569, 1.412, -0.014], [-5.652, 0.511, 0.992], [-6.396, -1.805, 0.486], [-5.069, -3.209, -1.100], [-3.031, -2.277, -2.187], [-2.237, 2.914, -3.471], [-1.555, 5.209, -2.831], [-0.397, 5.609, -0.657], [-0.005, 3.696, 0.911], [-0.703, 1.399, 0.263]],
  "lowdin_charge": [-0.04, -0.05, -0.01, -0.16, -0.03, 0.00, 0.04, -0.20, -0.02, -0.07, -0.04, -0.05, 0.00, -0.16, -0.02, -0.05, -0.04, -0.05, -0.01, -0.02, -0.05, 0.12, 0.11, 0.12, 0.10, 0.10, 0.12, 0.12, 0.12, 0.12, 0.12, 0.11, 0.10, 0.12, 0.12, 0.12, 0.12, 0.12, -0.08, -0.25, -0.04, -0.58, -0.18, 1.04, -0.29, -0.07, -0.07, -0.07, -0.06, -0.06, -0.31, -0.08, -0.10, -0.08, -0.07, -0.08, -0.28, -0.04, -0.06, -0.07, -0.08, -0.09, -0.01, 0.08, 0.07, 0.08, 0.12, 0.13, 0.06, 0.11, 0.11, 0.11, 0.11, 0.09, 0.11, 0.11, 0.11, 0.11, 0.12, 0.11, 0.11, 0.11, 0.08, 0.08]
}

[2]
{
  "formula": "C43H39Cl2CrN4O4PS2",
  "method": "ωB97M-V/def2-TZVPD",
  "homo_energy_ev": [-5.09, -7.47],
  "multiplicity": 5,
  "lumo_ev": [-0.22, -0.21],
  "gap_ha": [0.1790, 0.2668],
  "s2": 6.290,
  "symbols": ["Cr", "Cl", "C", "C", "C", "C", "C", "Cl", "C", "S", "H", "H", "H", "O", "C", "C", "C", "C", "C", "C", "C", "P", "C", "C", "C", "C", "C", "C", "C", "C", "C", "C", "C", "C", "H", "H", "H", "H", "H", "H", "H", "H", "H", "H", "H", "H", "H", "H", "O", "C", "N", "C", "O", "C", "C", "C", "C", "N", "C", "H", "H", "H", "H", "H", "H", "H", "H", "C", "C", "C", "N", "C", "S", "N", "C", "O", "C", "C", "C", "C", "C", "C", "H", "H", "H", "H", "H", "H", "H", "H", "H", "H", "H", "H", "H", "H"],
  "coordinates": [[2.039, 0.157, 0.417], [1.639, -1.909, -0.437], [3.021, -2.931, -0.187], [3.140, -4.102, -0.907], [4.266, -4.885, -0.723], [5.242, -4.497, 0.182], [5.097, -3.325, 0.901], [6.327, -2.853, 2.017], [3.983, -2.488, 0.720], [3.816, -0.971, 1.554], [2.370, -4.390, -1.609], [4.377, -5.803, -1.283], [6.129, -5.097, 0.329], [2.898, 1.710, 1.256], [1.696, 1.654, 1.723], [0.746, 2.791, 1.534], [0.579, 3.806, 2.473], [-0.329, 4.821, 2.228], [-1.075, 4.830, 1.055], [-0.907, 3.827, 0.118], [0.005, 2.804, 0.361], [0.401, 1.432, -0.786], [1.064, 2.508, -2.117], [2.402, 2.858, -1.908], [3.065, 3.681, -2.802], [2.394, 4.180, -3.911], [1.068, 3.844, -4.120], [0.404, 3.005, -3.233], [-1.303, 0.821, -1.048], [-2.312, 1.369, -1.834], [-3.584, 0.820, -1.817], [-3.872, -0.273, -1.017], [-2.879, -0.818, -0.216], [-1.607, -0.274, -0.233], [1.160, 3.786, 3.386], [-0.447, 5.618, 2.952], [-1.785, 5.626, 0.874], [-1.481, 3.842, -0.800], [2.929, 2.469, -1.043], [4.102, 3.938, -2.632], [2.908, 4.820, -4.616], [0.539, 4.223, -4.984], [-0.620, 2.734, -3.437], [-2.127, 2.225, -2.465], [-4.355, 1.250, -2.443], [-4.866, -0.700, -1.019], [-3.093, -1.672, 0.414], [-0.828, -0.700, 0.393], [-3.157, -2.560, -6.286], [-2.967, -1.206, -6.582], [-1.635, -0.726, -6.258], [-1.225, -0.814, -4.959], [-1.992, -1.195, -4.087], [0.169, -0.403, -4.660], [1.029, 0.233, -5.554], [2.310, 0.541, -5.139], [2.686, 0.247, -3.838], [1.868, -0.327, -2.954], [0.656, -0.659, -3.377], [-3.045, -2.648, -5.330], [-3.678, -0.584, -6.028], [-3.127, -1.084, -7.652], [-0.937, -0.742, -6.982], [0.705, 0.499, -6.552], [3.012, 1.011, -5.814], [3.678, 0.488, -3.477], [0.009, -1.179, -2.678], [-1.212, 1.452, 5.770], [-2.301, 1.241, 4.724], [-1.720, 1.061, 3.316], [-0.982, -0.173, 3.152], [0.383, -0.334, 3.197], [1.493, 0.975, 3.512], [0.919, -1.593, 3.044], [0.287, -2.831, 3.034], [0.701, -3.716, 2.291], [-0.838, -3.011, 3.985], [-1.905, -3.846, 3.653], [-2.937, -4.053, 4.552], [-2.905, -3.455, 5.804], [-1.833, -2.644, 6.152], [-0.809, -2.419, 5.250], [-1.646, 1.610, 6.758], [-0.606, 2.321, 5.513], [-0.552, 0.587, 5.816], [-2.963, 2.111, 4.703], [-2.903, 0.364, 4.980], [-1.058, 1.893, 3.091], [-2.532, 1.058, 2.581], [-1.532, -1.015, 3.184], [1.899, -1.610, 2.754], [-1.909, -4.321, 2.680], [-3.773, -4.683, 4.278], [-3.706, -3.628, 6.511], [-1.796, -2.189, 7.133], [0.036, -1.803, 5.532]],
  "mulliken_spin": [3.54, 0.01, -0.01, 0.00, 0.00, 0.00, 0.01, 0.00, 0.01, -0.03, 0.00, 0.00, 0.00, -0.12, -0.30, 0.01, 0.00, 0.00, -0.01, 0.00, -0.03, 0.10, -0.13, 0.08, 0.03, 0.00, 0.00, -0.01, -0.05, -0.01, 0.00, 0.00, 0.01, -0.02, 0.00, 0.00, 0.00, 0.00, -0.04, 0.00, 0.00, 0.00, 0.00, 0.00, 0.00, 0.00, 0.00, 0.02, 0.00, 0.00, 0.00, 0.00, 0.00, 0.00, 0.00, 0.00, 0.01, 0.02, 0.02, 0.00, 0.00, 0.00, 0.00, 0.00, 0.00, 0.00, 0.00, 0.01, 0.01, 0.01, 0.13, 0.48, -0.02, 0.03, 0.00, 0.13, 0.05, -0.01, -0.01, 0.01, 0.02, 0.03, 0.00, 0.00, 0.00, -0.01, 0.00, 0.01, -0.01, -0.01, 0.01, 0.00, 0.00, 0.00, 0.00, -0.02]
}

[3]
{
  "formula": "C43H39N2O5RuSTe",
  "method": "ωB97M-V/def2-TZVPD",
  "homo_energy_ev": [-6.97, -6.96],
  "multiplicity": 2,
  "lumo_ev": [-0.76, -1.18],
  "gap_ha": [0.2281, 0.2125],
  "s2": 0.761,
  "symbols": ["Ru", "C", "C", "C", "C", "C", "O", "C", "C", "C", "C", "C", "C", "C", "O", "C", "C", "C", "N", "C", "C", "Te", "C", "C", "C", "C", "C", "C", "C", "C", "C", "C", "C", "C", "H", "H", "H", "H", "H", "H", "H", "H", "H", "H", "H", "H", "H", "H", "H", "H", "H", "H", "H", "H", "H", "H", "H", "H", "C", "C", "C", "C", "C", "C", "C", "C", "C", "S", "C", "N", "H", "H", "H", "H", "H", "H", "H", "H", "C", "C", "C", "O", "C", "O", "O", "H", "H", "H", "H", "H", "H", "H"],
  "coordinates": [[-0.075, 0.335, 0.810], [1.311, -1.809, -5.779], [0.853, -1.648, -4.367], [0.114, -2.631, -3.720], [-0.295, -2.516, -2.396], [-1.058, -3.668, -1.842], [-1.901, -4.225, -2.519], [-0.675, -4.243, -0.522], [0.621, -4.123, -0.037], [1.010, -4.840, 1.080], [0.102, -5.666, 1.723], [-1.204, -5.760, 1.265], [-1.591, -5.056, 0.139], [-0.040, -1.346, -1.681], [-0.510, -1.173, -0.445], [0.678, -0.343, -2.344], [1.144, -0.494, -3.634], [0.852, 0.879, -1.538], [-0.179, 1.537, -1.141], [-1.515, 1.320, -1.697], [-2.525, 2.347, -1.151], [-1.624, 4.300, -0.924], [-1.043, 4.325, -2.966], [0.284, 4.574, -3.302], [0.678, 4.611, -4.633], [-0.248, 4.403, -5.638], [-1.571, 4.148, -5.313], [-1.966, 4.110, -3.984], [2.193, 1.403, -1.207], [3.345, 0.715, -1.579], [4.595, 1.233, -1.279], [4.706, 2.436, -0.599], [3.558, 3.118, -0.212], [2.311, 2.606, -0.513], [1.003, -2.772, -6.179], [2.396, -1.748, -5.853], [0.895, -1.032, -6.421], [-0.143, -3.541, -4.241], [1.330, -3.489, -0.548], [2.021, -4.756, 1.448], [0.414, -6.243, 2.580], [-1.914, -6.391, 1.778], [-2.590, -5.145, -0.260], [1.697, 0.315, -4.091], [-1.827, 0.292, -1.491], [-1.477, 1.458, -2.785], [-2.893, 2.085, -0.164], [-3.358, 2.479, -1.833], [1.020, 4.722, -2.527], [1.714, 4.799, -4.880], [0.057, 4.442, -6.673], [-2.297, 3.981, -6.094], [-3.002, 3.915, -3.747], [3.267, -0.237, -2.082], [5.480, 0.688, -1.568], [5.679, 2.833, -0.356], [3.636, 4.046, 0.333], [1.407, 3.125, -0.184], [-2.815, -0.817, 1.411], [-1.776, -1.425, 2.290], [-2.151, -2.358, 3.285], [-1.209, -2.891, 4.109], [0.146, -2.521, 3.948], [1.200, -3.055, 4.728], [2.489, -2.664, 4.480], [2.770, -1.723, 3.477], [1.761, -1.184, 2.715], [2.031, 0.017, 1.479], [0.443, -1.601, 2.942], [-0.521, -1.065, 2.136], [-3.810, -1.059, 1.767], [-2.690, -1.184, 0.394], [-2.705, 0.280, 1.398], [-3.189, -2.632, 3.371], [-1.478, -3.605, 4.873], [0.970, -3.764, 5.506], [3.303, -3.080, 5.055], [3.786, -1.408, 3.303], [-0.251, 3.135, 4.361], [-1.365, 2.242, 3.817], [-2.666, 2.429, 4.592], [-0.953, 0.869, 3.860], [-1.541, 2.624, 2.344], [-2.383, 3.454, 2.046], [-0.708, 2.161, 1.491], [-0.067, 2.897, 5.411], [-0.531, 4.183, 4.292], [0.665, 2.971, 3.794], [-2.483, 2.284, 5.658], [-3.405, 1.703, 4.260], [-3.068, 3.423, 4.436], [-0.646, 0.680, 4.756]],
  "mulliken_spin": [0.76, 0.00, 0.01, 0.00, 0.00, 0.01, 0.00, 0.00, 0.00, 0.00, 0.00, 0.00, 0.00, -0.03, 0.05, 0.00, 0.00, -0.03, 0.02, 0.00, 0.00, 0.00, 0.00, 0.00, 0.00, 0.00, 0.00, 0.00, 0.02, -0.01, 0.00, 0.00, 0.00, 0.00, 0.00, 0.00, 0.00, 0.00, 0.00, 0.00, 0.00, 0.00, 0.00, 0.00, 0.00, 0.00, 0.00, 0.00, 0.00, 0.00, 0.00, 0.00, 0.00, 0.00, 0.00, 0.00, 0.00, 0.00, 0.01, 0.02, -0.02, 0.01, -0.01, 0.05, -0.02, 0.06, -0.03, 0.08, 0.05, -0.05, 0.00, 0.00, 0.00, 0.00, 0.00, 0.00, 0.00, 0.00, 0.00, 0.00, 0.00, 0.00, -0.01, 0.02, 0.04, 0.00, 0.00, 0.00, 0.00, 0.00, 0.00, 0.00]
}

[4]
{
  "formula": "C43H40AsBr2N5OPd",
  "method": "ωB97M-V/def2-TZVPD",
  "homo_energy_ev": [-12.84, -13.16],
  "charge": 2,
  "multiplicity": 5,
  "lumo_ev": [-4.88, -7.53],
  "gap_ha": [0.2924, 0.2067],
  "s2": 6.098,
  "symbols": ["Pd", "Br", "C", "C", "C", "N", "C", "C", "C", "C", "C", "Br", "C", "C", "N", "H", "H", "H", "H", "H", "H", "O", "C", "C", "C", "C", "C", "C", "C", "N", "C", "C", "N", "H", "H", "H", "H", "H", "H", "H", "C", "C", "C", "C", "C", "C", "As", "N", "C", "C", "C", "C", "C", "C", "C", "C", "C", "C", "C", "C", "C", "C", "C", "C", "C", "C", "H", "H", "H", "H", "H", "H", "H", "H", "H", "H", "H", "H", "H", "H", "H", "H", "H", "H", "H", "H", "H", "H", "H", "H", "H", "H", "H"],
  "coordinates": [[-0.521, -0.360, 0.267], [3.097, 5.133, 0.241], [1.934, 3.716, 0.659], [2.346, 2.694, 1.504], [1.492, 1.627, 1.698], [0.283, 1.549, 1.140], [-0.140, 2.576, 0.393], [0.660, 3.674, 0.116], [-1.519, 2.496, -0.142], [-2.340, 3.615, -0.139], [-3.625, 3.494, -0.639], [-4.803, 4.960, -0.609], [-4.040, 2.279, -1.160], [-3.156, 1.220, -1.118], [-1.928, 1.306, -0.606], [3.312, 2.730, 1.988], [1.782, 0.796, 2.329], [0.310, 4.456, -0.543], [-1.989, 4.555, 0.262], [-5.028, 2.163, -1.580], [-3.449, 0.270, -1.537], [1.329, 0.117, -1.120], [2.535, -0.212, -1.048], [3.540, 0.617, -1.660], [4.835, 0.204, -1.742], [5.223, -1.034, -1.196], [4.297, -1.838, -0.541], [2.971, -1.452, -0.427], [2.053, -2.228, 0.388], [1.071, -1.750, 1.151], [0.641, -2.792, 1.932], [1.340, -3.921, 1.619], [2.222, -3.550, 0.650], [3.217, 1.556, -2.089], [5.579, 0.822, -2.227], [6.258, -1.342, -1.258], [4.634, -2.748, -0.061], [-0.079, -2.646, 2.716], [1.274, -4.926, 1.997], [2.871, -4.159, 0.179], [-4.277, -7.926, 2.308], [-3.836, -6.523, 2.018], [-4.100, -5.476, 2.893], [-3.676, -4.182, 2.633], [-3.936, -3.094, 3.644], [-3.003, -3.923, 1.429], [-2.505, -2.019, 1.199], [-1.921, -1.787, -0.485], [-2.249, -1.822, -1.777], [-3.521, -2.279, -2.229], [-3.839, -2.236, -3.563], [-2.916, -1.754, -4.496], [-1.649, -1.338, -4.079], [-1.307, -1.377, -2.750], [-4.111, -0.831, 1.333], [-3.966, 0.386, 2.037], [-2.818, 0.721, 2.958], [-5.017, 1.295, 2.013], [-6.212, 1.026, 1.358], [-7.336, 2.020, 1.355], [-6.362, -0.217, 0.763], [-5.343, -1.164, 0.753], [-5.669, -2.522, 0.188], [-2.623, -4.975, 0.580], [-1.721, -4.821, -0.617], [-3.086, -6.249, 0.879], [-4.823, -7.993, 3.246], [-3.413, -8.589, 2.366], [-4.915, -8.291, 1.501], [-4.633, -5.678, 3.815], [-4.280, -3.519, 4.584], [-4.697, -2.397, 3.288], [-3.021, -2.526, 3.841], [-4.232, -2.640, -1.497], [-4.812, -2.574, -3.896], [-3.178, -1.703, -5.544], [-0.930, -0.990, -4.808], [-0.324, -1.067, -2.423], [-1.854, 0.421, 2.579], [-2.969, 0.216, 3.916], [-2.787, 1.792, 3.152], [-4.912, 2.225, 2.560], [-6.973, 3.031, 1.536], [-8.052, 1.781, 2.144], [-7.876, 2.007, 0.409], [-7.310, -0.472, 0.303], [-6.174, -2.437, -0.775], [-6.351, -3.036, 0.868], [-4.788, -3.148, 0.081], [-0.960, -4.060, -0.449], [-2.284, -4.546, -1.510], [-1.223, -5.766, -0.826], [-2.830, -7.063, 0.209]],
  "mulliken_spin": [1.24, 0.00, 0.01, 0.00, 0.00, 0.02, 0.03, 0.00, -0.01, 0.00, 0.00, 0.00, 0.00, -0.03, 0.09, 0.00, 0.00, 0.00, 0.00, 0.00, 0.03, 0.34, 0.11, 0.18, -0.06, 0.26, -0.06, 0.15, -0.01, 0.13, 0.02, 0.04, 0.02, 0.00, 0.00, 0.00, 0.00, -0.01, 0.00, 0.00, 0.00, 0.01, 0.00, 0.00, 0.01, 0.10, 0.09, 0.61, 0.09, 0.12, -0.06, 0.22, -0.06, 0.16, 0.10, -0.01, 0.02, 0.00, 0.00, 0.00, 0.00, 0.01, 0.01, 0.03, 0.00, 0.00, 0.00, 0.00, 0.00, 0.00, 0.00, 0.00, 0.01, 0.02, 0.00, 0.00, 0.00, 0.02, -0.02, 0.00, 0.00, 0.00, 0.00, 0.00, 0.00, 0.00, 0.00, 0.00, 0.00, -0.01, 0.01, 0.00, 0.00]
}

Computed M (g/mol) in order:
617.7; 893.8; 924.5; 984.0
Computed ΔE to the lowest compared entry with this formula, charge and spin (kcal per mole) in order:
6.66; 56.45; 0.00; 12.33